17
Properties=species:S:1:pos:R:3:lowdin_charge:R:1 method="wB97M-V/def2-TZVPD" charge=+1 relative_energy_kj_mol=85.9 gap_ev=9.46 smiles=CS[C@@H]1[NH2+]CCS1
C 2.839 -0.398 0.021 -0.326
S 1.636 0.954 -0.670 0.802
C 0.326 -0.390 -0.684 -0.741
N -1.045 0.273 -1.010 -0.050
C -1.677 0.865 0.160 -0.215
C -1.399 -0.055 1.347 -0.393
S -0.064 -1.267 0.950 0.915
H 3.572 0.244 0.599 0.057
H 3.436 -1.045 -0.703 0.080
H 2.273 -0.992 0.693 -0.063
H 0.524 -1.128 -1.410 0.064
H -1.749 -0.461 -1.248 0.186
H -1.076 0.955 -1.843 0.218
H -2.809 0.834 -0.120 0.173
H -1.399 1.886 0.362 0.126
H -1.156 0.513 2.229 0.087
H -2.232 -0.786 1.326 0.081

=====

13
Properties=species:S:1:pos:R:3:lowdin_charge:R:1 method="wB97M-V/def2-TZVPD" charge=0 relative_energy_kj_mol=101.4 gap_ev=8.58 smiles=Nc1cc[nH]c1O
N -1.892 0.621 -0.116 0.056
C -0.533 0.278 0.170 -0.303
C 0.587 1.158 0.234 -0.063
C 1.719 0.413 0.066 -0.130
N 1.330 -0.913 -0.060 0.084
C -0.029 -0.989 0.022 -0.344
O -0.644 -2.190 -0.061 0.081
H -1.852 1.119 -1.005 0.080
H -2.274 1.302 0.534 0.070
H 0.514 2.227 0.384 0.098
H 2.755 0.709 -0.016 0.102
H 1.933 -1.695 -0.260 0.156
H -1.587 -2.020 0.091 0.112

=====

41
Properties=species:S:1:pos:R:3:lowdin_charge:R:1 method="wB97M-V/def2-TZVPD" charge=+2 relative_energy_kj_mol=344.7 gap_ev=9.33
Pb -0.842 1.522 -0.764 1.759
C 0.625 -1.390 -2.719 -0.762
O -0.081 -0.660 -2.062 -0.117
N 0.138 -2.135 -3.676 0.187
N 1.868 -1.653 -2.535 0.215
H -0.809 -1.895 -3.933 0.122
H 0.840 -2.355 -4.368 0.128
H 2.342 -2.271 -3.178 0.138
H 2.213 -1.322 -1.645 0.127
C -0.319 2.958 2.523 -0.760
O -0.090 2.984 1.254 -0.186
N -1.446 2.843 3.052 0.202
N 0.594 2.941 3.371 0.225
H -1.459 2.208 3.837 0.145
H -2.302 3.011 2.544 0.143
H 0.362 3.027 4.350 0.152
H 1.498 3.173 2.985 0.152
C 2.810 1.890 -0.834 -0.740
O 1.661 1.501 -0.890 -0.136
N 3.786 1.416 -0.209 0.218
N 3.123 3.136 -1.239 0.180
H 3.749 0.519 0.254 0.144
H 4.653 1.918 -0.339 0.140
H 2.256 3.506 -1.600 0.122
H 4.025 3.570 -1.103 0.128
C -3.234 -1.443 -1.003 -0.745
O -2.595 -0.583 -0.393 -0.151
N -2.609 -2.160 -1.860 0.208
N -4.531 -1.610 -0.877 0.211
H -1.612 -2.105 -1.702 0.098
H -3.093 -2.963 -2.234 0.139
H -5.054 -2.271 -1.434 0.134
H -4.928 -0.934 -0.240 0.132
C -0.062 -1.423 1.665 -0.695
O 0.232 -0.598 0.805 -0.057
N -1.270 -1.785 2.052 0.183
N 0.834 -1.996 2.477 0.169
H -1.996 -1.293 1.552 0.087
H -1.503 -2.513 2.713 0.129
H 1.788 -2.184 2.204 0.120
H 0.437 -2.582 3.197 0.111

=====

55
Properties=species:S:1:pos:R:3:lowdin_charge:R:1 method="wB97M-V/def2-TZVPD" charge=0 gap_ev=9.02 smiles="O=C(Nc1cccc(-c2cccc(F)c2)c1)C1CCN(Cc2ccc(CO)o2)CC1"
O -4.298 0.500 1.136 0.077
C -3.492 0.544 0.231 -0.435
N -2.325 -0.152 0.212 0.151
C -1.736 -0.914 1.226 -0.197
C -2.404 -1.286 2.389 -0.006
C -1.730 -2.012 3.354 -0.064
C -0.404 -2.365 3.185 -0.035
C 0.272 -2.005 2.022 -0.180
C 1.688 -2.344 1.826 -0.180
C 2.603 -2.197 2.865 -0.036
C 3.943 -2.479 2.674 -0.070
C 4.401 -2.919 1.443 -0.020
C 3.482 -3.068 0.422 -0.280
F 3.911 -3.489 -0.792 0.048
C 2.140 -2.790 0.588 0.033
C -0.408 -1.290 1.045 0.033
C -3.725 1.468 -0.965 -0.225
C -3.347 0.956 -2.361 -0.119
C -1.870 1.097 -2.740 -0.196
N -1.344 2.407 -2.412 -0.151
C 0.030 2.581 -2.859 -0.113
C 1.008 1.624 -2.248 -0.259
C 1.481 0.421 -2.685 -0.014
C 2.322 -0.079 -1.661 -0.011
C 2.303 0.849 -0.664 -0.247
C 2.971 0.898 0.673 -0.168
O 2.056 0.847 1.746 -0.040
O 1.502 1.886 -1.014 0.080
C -1.539 2.750 -1.016 -0.186
C -3.031 2.816 -0.713 -0.117
H -1.736 -0.027 -0.598 0.101
H -3.431 -0.996 2.530 0.100
H -2.252 -2.303 4.254 0.106
H 0.107 -2.937 3.945 0.111
H 2.263 -1.829 3.821 0.117
H 4.642 -2.351 3.486 0.107
H 5.442 -3.142 1.269 0.116
H 1.458 -2.937 -0.235 0.130
H 0.118 -0.990 0.149 0.109
H -4.806 1.644 -0.953 0.145
H -3.643 -0.090 -2.472 0.122
H -3.924 1.543 -3.078 0.120
H -1.781 0.972 -3.825 0.129
H -1.262 0.288 -2.289 0.104
H 0.326 3.606 -2.622 0.130
H 0.048 2.451 -3.945 0.131
H 1.267 -0.047 -3.625 0.113
H 2.870 -0.998 -1.671 0.103
H 3.586 1.809 0.741 0.130
H 3.616 0.025 0.785 0.120
H 1.437 1.581 1.655 0.093
H -1.098 3.737 -0.852 0.128
H -1.039 2.047 -0.329 0.117
H -3.478 3.564 -1.370 0.123
H -3.189 3.126 0.321 0.124

=====

16
Properties=species:S:1:pos:R:3:lowdin_charge:R:1 method="wB97M-V/def2-TZVPD" charge=0 relative_energy_kj_mol=134.1 gap_ev=9.92 smiles="C=CO.O.O.O"
C 1.546 2.795 0.603 0.000
C 2.498 2.051 0.056 -0.259
O 2.250 0.894 -0.654 -0.029
H 1.886 3.732 1.024 0.049
H 0.483 2.612 0.575 0.056
H 3.553 2.253 0.071 0.106
H 1.376 0.596 -0.401 0.089
O -2.134 -1.913 6.002 -0.067
H -2.607 -2.394 5.327 0.019
H -1.574 -2.680 6.250 0.048
O -4.663 -2.786 -2.401 -0.065
H -4.239 -2.389 -1.610 0.048
H -4.252 -2.200 -3.027 0.017
O 1.600 0.192 -3.608 -0.067
H 2.161 -0.297 -2.988 0.028
H 2.104 0.414 -4.391 0.027

=====

13
Properties=species:S:1:pos:R:3:lowdin_charge:R:1 method="wB97M-V/def2-TZVPD" charge=0 relative_energy_kj_mol=152.1 gap_ev=10.78
O 0.891 -1.117 0.949 -0.082
C 1.373 0.117 0.474 -0.286
C 0.544 0.621 -0.702 -0.264
N -0.856 0.708 -0.281 -0.020
C -2.408 -1.658 0.682 -0.005
O -2.364 -2.308 -0.247 0.027
H -0.069 -1.002 1.027 0.018
H 2.411 -0.035 0.163 0.116
H 1.375 0.880 1.273 0.114
H 0.610 -0.113 -1.512 0.116
H 0.961 1.571 -1.077 0.109
H -0.999 1.509 0.328 0.082
H -1.470 0.827 -1.079 0.074

=====

87
Properties=species:S:1:pos:R:3:lowdin_charge:R:1 method="wB97M-V/def2-TZVPD" charge=+1 relative_energy_kj_mol=68.4 gap_ev=7.72
In -8.834 -7.456 18.201 0.865
C -7.273 -9.012 15.710 -0.062
N -8.260 -9.206 16.807 -0.268
C -7.790 -10.256 17.762 -0.157
C -7.112 -9.610 18.977 -0.237
N -7.875 -8.648 19.744 -0.064
C -8.912 -9.036 20.594 -0.213
C -9.334 -10.317 20.889 -0.095
F -8.707 -11.412 20.346 0.064
C -10.449 -10.617 21.748 -0.144
F -10.735 -11.898 21.910 0.148
C -11.093 -9.618 22.349 -0.140
F -12.162 -9.750 23.158 0.125
C -10.598 -8.310 22.194 -0.147
F -11.063 -7.370 23.000 0.148
C -9.565 -8.020 21.326 -0.155
F -9.066 -6.750 21.340 0.065
C -9.496 -9.692 16.197 -0.194
C -10.664 -9.738 17.143 -0.202
N -10.689 -8.498 17.950 -0.073
C -11.871 -8.315 18.661 -0.163
C -12.988 -9.176 18.731 -0.100
F -13.000 -10.392 18.107 0.067
C -14.164 -8.815 19.403 -0.158
F -15.198 -9.629 19.325 0.152
C -14.232 -7.682 20.142 -0.152
F -15.304 -7.372 20.876 0.134
C -13.177 -6.785 20.087 -0.135
F -13.156 -5.744 20.934 0.124
C -12.031 -7.115 19.396 -0.156
F -11.014 -6.221 19.462 0.039
H -7.192 -9.900 15.075 0.109
H -6.261 -8.751 16.098 0.086
H -7.541 -8.225 15.041 0.056
H -7.144 -11.051 17.269 0.164
H -8.642 -10.781 18.116 0.083
H -6.184 -9.070 18.599 0.111
H -6.774 -10.478 19.609 0.138
H -9.243 -10.687 15.745 0.155
H -9.657 -9.011 15.360 0.111
H -10.622 -10.624 17.814 0.130
H -11.561 -9.835 16.559 0.118
N -8.565 -5.238 19.012 0.012
C -7.283 -4.689 19.291 -0.333
C -7.156 -3.905 20.415 -0.002
C -5.918 -3.329 20.707 -0.034
C -4.876 -3.572 19.826 -0.074
C -4.978 -4.304 18.663 -0.045
C -6.258 -4.849 18.396 -0.335
P -6.619 -5.968 17.072 1.096
C -7.112 -4.849 15.720 -0.333
C -7.059 -3.458 15.835 -0.072
C -7.509 -2.649 14.784 -0.073
C -7.910 -3.203 13.584 -0.096
C -7.848 -4.562 13.388 -0.078
C -7.352 -5.333 14.410 -0.122
C -4.997 -6.698 16.728 -0.386
C -4.522 -6.825 15.420 -0.091
C -3.258 -7.289 15.146 -0.057
C -2.487 -7.805 16.185 -0.069
C -2.981 -7.799 17.475 -0.045
C -4.246 -7.214 17.771 -0.098
H -9.107 -4.564 18.406 0.109
H -9.140 -5.311 19.878 0.086
H -8.042 -3.715 21.026 0.132
H -5.830 -2.622 21.529 0.120
H -3.946 -3.011 19.969 0.119
H -4.131 -4.461 18.007 0.122
H -6.667 -2.942 16.681 0.098
H -7.540 -1.543 14.908 0.125
H -8.308 -2.481 12.852 0.121
H -8.147 -5.075 12.442 0.132
H -7.271 -6.366 14.255 0.063
H -5.098 -6.350 14.657 0.084
H -2.779 -7.238 14.174 0.116
H -1.538 -8.200 15.908 0.103
H -2.325 -8.184 18.243 0.109
H -4.490 -7.208 18.822 0.115
N -11.260 -3.214 14.946 0.153
N -11.049 -4.505 15.461 -0.267
N -11.579 -5.577 14.894 0.182
C -11.071 -6.489 15.735 -0.149
N -10.252 -5.964 16.673 -0.005
N -10.243 -4.664 16.445 0.099
H -11.701 -2.661 15.682 0.111
H -11.920 -3.313 14.194 0.098
H -11.224 -7.506 15.606 0.083

=====

13
Properties=species:S:1:pos:R:3:lowdin_charge:R:1 method="wB97M-V/def2-TZVPD" charge=0 relative_energy_kj_mol=118.6 gap_ev=11.18 smiles="[H]/N=C1/CCCO1"
H 0.282 -1.663 -2.177 0.071
N -0.239 -1.867 -1.317 0.172
C -0.444 -0.748 -0.776 -0.475
C -0.899 -0.442 0.637 -0.094
C 0.006 0.772 0.986 -0.142
C 0.913 0.828 -0.251 -0.183
O 0.044 0.421 -1.313 -0.054
H -1.961 -0.180 0.683 0.116
H -0.735 -1.323 1.261 0.115
H 0.552 0.639 1.925 0.111
H -0.563 1.704 1.043 0.109
H 1.712 0.074 -0.149 0.130
H 1.334 1.783 -0.550 0.124

=====

16
Properties=species:S:1:pos:R:3:lowdin_charge:R:1 method="wB97M-V/def2-TZVPD" charge=+1 relative_energy_kj_mol=95.3 gap_ev=10.25 smiles="NC1=N[N@H+](N)NC(F)=C1"
N 2.201 1.256 0.209 0.195
C 1.042 0.584 0.280 -0.392
N 0.292 0.778 -0.745 0.130
N -0.891 -0.084 -0.932 -0.191
N -2.128 0.523 -0.721 0.129
N -0.764 -1.337 -0.318 0.121
C -0.068 -1.375 0.889 -0.234
F -0.436 -2.443 1.657 0.111
C 0.895 -0.468 1.294 0.088
H 2.871 1.172 0.940 0.119
H 2.450 1.879 -0.473 0.091
H -0.746 -0.214 -2.033 0.260
H -2.428 0.989 -1.554 0.104
H -2.212 1.390 -0.208 0.121
H -1.546 -2.028 -0.495 0.209
H 1.468 -0.623 2.211 0.137

=====

34
Properties=species:S:1:pos:R:3:lowdin_charge:R:1 method="wB97M-V/def2-TZVPD" charge=0 gap_ev=6.37
C -1.261 1.725 -1.576 -0.230
C -1.018 3.196 -1.623 -0.171
O 0.395 3.397 -1.649 0.000
C 1.002 2.181 -1.394 -0.583
O 2.222 2.112 -1.293 0.036
N 0.045 1.198 -1.318 0.076
H -1.967 1.509 -0.759 0.110
H -1.680 1.299 -2.490 0.107
H -1.446 3.654 -2.518 0.124
H -1.379 3.630 -0.688 0.120
F 3.399 1.065 4.348 0.047
C 2.738 0.538 3.262 -0.227
C 3.474 0.184 2.134 0.008
C 2.795 -0.301 1.039 0.004
C 1.364 -0.374 1.002 -0.185
C 0.741 -0.751 -0.231 0.051
C -0.467 -1.493 -0.420 -0.199
C -0.630 -2.165 -1.672 -0.006
C -1.845 -2.681 -2.071 0.005
C -2.923 -2.564 -1.183 -0.234
F -4.158 -3.009 -1.597 0.044
C -2.797 -2.040 0.093 -0.002
C -1.551 -1.603 0.517 0.006
C 0.671 -0.028 2.201 0.002
C 1.352 0.419 3.329 0.008
H 4.566 0.308 2.122 0.134
H 3.334 -0.581 0.126 0.130
H 1.438 -0.841 -1.063 0.123
H 0.246 -2.217 -2.334 0.130
H -1.973 -3.157 -3.045 0.127
H -3.666 -1.986 0.765 0.132
H -1.411 -1.305 1.552 0.092
H -0.415 -0.022 2.204 0.096
H 0.804 0.704 4.228 0.126

=====

81
Properties=species:S:1:pos:R:3:lowdin_charge:R:1 method="wB97M-V/def2-TZVPD" charge=0 relative_energy_kj_mol=33.1 gap_ev=7.35
Lu -0.263 1.543 1.447 1.615
C -1.934 2.728 3.149 -0.209
C -1.485 1.509 3.726 -0.227
C -2.053 0.444 2.976 -0.227
C -2.844 1.008 1.934 -0.222
C -2.780 2.415 2.060 -0.187
H -1.561 3.717 3.412 0.104
H -0.726 1.333 4.482 0.101
H -1.796 -0.603 3.064 0.087
H -3.311 0.489 1.136 0.051
H -3.168 3.143 1.345 0.104
Cl 4.044 7.676 0.137 0.644
C 2.926 6.334 0.158 -0.654
C 1.872 6.274 -0.779 -0.075
C 0.969 5.240 -0.742 -0.001
C 1.037 4.245 0.252 -0.340
O 0.181 3.265 0.268 -0.272
C 2.036 4.387 1.290 -0.122
C 1.999 3.566 2.462 -0.147
O 1.183 2.683 2.744 -0.113
C 3.003 5.395 1.156 -0.061
H 1.834 7.029 -1.550 0.108
H 0.202 5.191 -1.509 0.123
H 2.792 3.787 3.175 0.136
H 3.719 5.449 1.945 0.108
Cl -1.271 1.542 -1.875 0.728
C -1.727 0.099 -2.753 -0.625
C -2.094 0.250 -4.071 -0.110
C -2.547 -0.841 -4.807 -0.063
C -2.615 -2.090 -4.193 -0.067
C -2.195 -2.251 -2.883 -0.090
C -1.750 -1.154 -2.140 -0.380
P -1.402 -1.261 -0.338 1.088
C -2.988 -2.144 0.054 -0.355
C -4.213 -1.571 -0.338 -0.115
C -5.411 -2.153 0.002 -0.080
C -5.451 -3.320 0.763 -0.081
C -4.258 -3.890 1.155 -0.063
C -3.020 -3.295 0.819 -0.067
C -0.223 -2.624 -0.076 -0.390
C 0.217 -3.585 -0.996 -0.073
C 0.979 -4.665 -0.540 -0.079
C 1.304 -4.779 0.796 -0.084
C 0.935 -3.803 1.720 -0.070
C 0.143 -2.765 1.263 -0.147
H -1.991 1.208 -4.580 0.110
H -2.793 -0.756 -5.861 0.109
H -2.986 -2.963 -4.702 0.103
H -2.252 -3.198 -2.364 0.109
H -4.232 -0.667 -0.956 0.114
H -6.315 -1.672 -0.373 0.109
H -6.364 -3.769 0.993 0.084
H -4.234 -4.822 1.693 0.099
H -2.068 -3.725 1.091 0.087
H -0.029 -3.508 -2.063 0.102
H 1.326 -5.404 -1.237 0.098
H 1.937 -5.627 1.102 0.112
H 1.240 -3.855 2.754 0.109
H -0.106 -1.942 1.952 0.090
C 3.740 0.121 -2.509 -0.113
N 2.417 0.593 -2.164 -0.249
C 2.482 1.946 -1.691 -0.107
C 1.696 -0.308 -1.312 -0.221
C 2.183 -0.535 0.109 -0.262
C 3.219 -1.453 0.299 -0.057
C 3.593 -1.858 1.572 -0.098
C 2.974 -1.285 2.671 -0.118
C 2.018 -0.311 2.470 -0.182
C 1.532 0.072 1.205 -0.229
H 4.164 0.747 -3.297 0.082
H 3.607 -0.898 -2.847 0.077
H 4.480 0.122 -1.667 0.093
H 2.920 2.578 -2.459 0.093
H 2.974 2.056 -0.701 0.102
H 1.493 2.310 -1.571 0.023
H 1.584 -1.266 -1.830 0.117
H 0.695 0.129 -1.208 0.019
H 3.670 -1.928 -0.582 0.111
H 4.349 -2.616 1.720 0.100
H 3.251 -1.569 3.684 0.102
H 1.539 0.104 3.357 0.078

=====

7
Properties=species:S:1:pos:R:3:mulliken_spin:R:1 method="wB97M-V/def2-TZVPD" charge=-1 relative_energy_kj_mol=238.9 gap_ev="5.41 / 6.71" spin_multiplicity=3 s_squared=2.01
N -0.135 0.561 1.020 0.565
O -0.834 1.544 1.054 0.454
O 0.832 -1.665 -0.240 0.046
O 0.408 0.043 1.959 0.542
O -1.300 -0.569 -0.884 0.090
S 0.909 0.624 -2.142 0.184
S 0.118 -0.538 -0.767 0.119

=====

Q: Which value of charge does entry 11 give?
A: 0